Record 1
# C27H16ClINO6STa

C27H16ClINO6STa as an isolated structure at a distorted geometry (the ωB97M-V functional and the def2-TZVPD basis, the Open Molecules 2025 dataset).

Structure (XYZ):
```
54
Properties=species:S:1:pos:R:3:forces:R:3
Ta 8.5251 11.7759 12.9105 3.736 0.425 -0.251
O 12.5686 15.9141 10.9225 -1.063 -0.774 1.127
C 11.9157 15.1691 11.6352 0.364 1.232 -0.294
C 10.7135 15.5947 12.6220 0.560 -0.233 -0.443
O 10.5368 16.7543 12.9567 -0.349 -1.698 -0.184
C 10.0649 14.2230 12.9139 0.246 0.410 -0.514
C 10.9593 13.2250 12.4839 -1.643 -0.441 1.495
O 10.6079 11.9661 12.7656 0.045 0.876 -0.569
C 12.0724 13.6742 11.7219 0.454 -1.308 -0.353
O 12.8895 12.9201 11.2086 0.116 0.946 -0.071
O 8.9112 13.8115 13.3729 1.128 1.437 0.010
O 6.8917 10.7024 12.8934 -2.826 -2.085 0.046
N 6.7142 9.3754 13.1493 0.341 0.878 -0.715
C 5.4943 8.9812 13.5696 0.647 -0.425 0.102
C 5.2645 7.6362 13.7364 -0.575 -0.266 0.380
C 6.2568 6.6890 13.3920 0.230 0.910 -0.099
C 7.4542 7.1665 12.8921 -0.173 -0.825 0.114
C 7.7341 8.5394 12.7886 -0.296 0.432 0.383
S 9.1793 9.2769 12.3046 0.053 -0.234 -0.262
H 4.8252 9.8045 13.7830 -0.059 -0.198 0.013
H 4.3121 7.3226 14.1731 0.349 0.115 -0.293
H 6.1017 5.6153 13.5290 -0.034 0.457 -0.124
H 8.2179 6.4701 12.5657 0.043 0.147 0.113
I 5.8511 13.2982 14.4576 0.046 0.268 0.551
C 7.2062 13.3739 16.0655 0.074 0.959 0.042
C 6.9554 14.3204 17.0370 0.214 -0.193 0.047
C 7.6984 14.2740 18.2509 -0.028 -0.388 -0.108
C 8.5439 13.2094 18.4498 -0.138 0.646 0.841
C 8.8176 12.2685 17.4568 0.132 -0.147 -0.825
C 9.6388 11.1445 17.7096 0.339 0.094 0.114
C 9.9727 10.2696 16.7141 -0.298 -0.013 0.420
C 9.4991 10.5174 15.4144 0.251 0.337 -0.130
C 8.7628 11.6488 15.0992 -1.159 -1.433 -0.582
C 8.2894 12.4562 16.1478 -0.351 -0.195 0.796
H 6.2007 15.0892 16.8578 0.169 -0.342 0.209
H 7.5545 15.0016 19.0542 -0.056 -0.150 -0.422
H 9.0621 13.0682 19.3939 -0.132 0.170 0.084
H 9.9932 11.0189 18.7246 0.122 -0.099 0.055
H 10.5650 9.3839 16.9269 -0.035 0.100 -0.010
H 9.7410 9.8011 14.6254 0.185 0.331 0.373
Cl 9.7548 11.6809 10.0510 0.251 0.105 -0.247
C 8.1986 11.7196 9.3239 -0.951 -0.010 -0.740
C 8.0170 11.2210 8.0440 0.055 -0.332 -0.110
C 6.7490 11.1983 7.4541 0.043 0.060 0.149
C 5.6817 11.7757 8.1471 -0.029 0.059 0.225
C 5.8752 12.3062 9.4261 0.370 -0.498 -0.629
C 7.1350 12.2682 10.0448 -0.332 -0.007 -0.509
C 7.3620 12.8739 11.3400 -0.375 0.684 1.172
H 8.8997 10.8316 7.5458 -0.227 -0.091 -0.134
H 6.5911 10.7104 6.4846 0.155 0.394 0.356
H 4.6908 11.8523 7.6928 0.291 -0.186 0.085
H 5.0543 12.7742 9.9558 0.025 -0.007 -0.015
H 6.4144 13.1895 11.8091 0.414 0.143 -0.579
H 8.0329 13.7410 11.2401 -0.322 -0.037 -0.090
```
Positions in Å, forces in eV/Å.

As for the LUMO energy (alpha / beta): 1.914 / 1.930 eV. The spin multiplicity is 2. For the total energy, the calculation gives -75043.981 eV. For the frontier orbital gap (alpha / beta), the calculation gives 5.06 / 6.88 eV. As for the charge: -1. The expectation value of S² is 0.754.

***

Record 2
# C27H16F18N2O6PPt

C27H16F18N2O6PPt as an isolated structure (the ωB97M-V functional and the def2-TZVPD basis, the Open Molecules 2025 dataset).

Structure (XYZ):
```
71
Properties=species:S:1:pos:R:3:forces:R:3
Pt -1.0212 -0.2583 -0.7628 0.156 -0.019 -0.313
C 3.8090 5.8000 -1.6129 -0.034 -0.043 0.020
C 3.0694 4.6521 -0.9886 0.041 0.079 0.006
C 2.7104 4.6817 0.3666 0.005 0.020 -0.019
C 2.0088 3.6498 0.9310 0.017 -0.064 -0.001
C 1.6566 2.5255 0.1364 -0.137 -0.078 0.266
N 0.9920 1.5074 0.6587 0.163 0.043 0.033
C 0.8386 0.9840 1.9052 0.044 0.142 -0.077
C 2.0014 0.5768 2.5817 -0.004 0.024 -0.086
C 1.9120 0.0323 3.8434 0.023 -0.034 0.025
C 0.6718 -0.1207 4.4579 -0.028 -0.028 0.082
C 0.5507 -0.7132 5.8363 -0.019 0.022 -0.075
C -0.4762 0.2797 3.7701 -0.008 -0.073 0.012
C -0.4315 0.8079 2.4943 0.045 0.057 -0.019
C -1.6703 1.3005 1.7259 0.054 -0.031 0.198
O -1.4714 1.3545 0.3804 0.036 0.030 -0.162
C -1.9347 2.7695 2.1697 -0.026 -0.066 -0.033
F -3.0488 3.2625 1.6430 -0.046 0.022 -0.039
F -2.0136 2.9031 3.5018 -0.005 -0.033 0.095
F -0.9105 3.5421 1.7619 0.024 0.036 0.013
C -2.9234 0.4215 2.0259 -0.113 -0.099 0.029
F -2.6138 -0.8795 1.8637 0.076 0.110 0.117
F -3.3915 0.5648 3.2848 0.101 0.021 0.005
F -3.9111 0.7058 1.2018 -0.019 0.154 0.016
C 1.9904 2.4990 -1.2381 0.036 -0.035 0.069
C 2.7015 3.5492 -1.7669 -0.037 0.061 -0.094
C 1.5737 1.2369 -2.0009 0.138 0.032 -0.209
O 1.1015 0.2712 -1.1642 -0.083 0.117 0.246
C 0.5235 1.6251 -3.0853 0.098 -0.066 0.015
F 0.2935 0.6115 -3.9212 -0.029 -0.029 -0.021
F -0.6327 1.9356 -2.4850 -0.105 0.084 0.029
F 0.8842 2.6872 -3.8186 0.045 -0.055 -0.001
C 2.8355 0.6116 -2.6771 -0.045 0.005 0.008
F 2.5994 -0.6270 -3.1015 -0.062 -0.052 -0.042
F 3.2737 1.3197 -3.7317 -0.003 0.101 -0.010
F 3.8387 0.5465 -1.7912 0.029 0.018 0.062
H 4.3899 6.3476 -0.8720 -0.003 -0.009 -0.003
H 3.1049 6.5025 -2.0667 -0.001 -0.022 0.014
H 4.4790 5.4556 -2.4003 -0.008 -0.001 0.014
H 2.9873 5.5356 0.9737 -0.006 -0.022 -0.029
H 1.7087 3.6636 1.9710 0.024 -0.008 -0.045
H 2.9562 0.6932 2.0815 -0.052 0.004 0.042
H 2.8130 -0.2802 4.3592 -0.041 0.024 -0.020
H 1.5248 -0.8218 6.3111 -0.009 0.007 -0.017
H 0.0825 -1.6993 5.7937 0.012 0.020 -0.014
H -0.0762 -0.0872 6.4728 0.013 -0.003 -0.009
H -1.4301 0.1642 4.2635 -0.043 0.011 0.007
H 2.9791 3.5388 -2.8112 0.023 -0.014 -0.020
O -0.1433 -1.7948 0.6413 -0.101 0.030 0.059
C -0.2660 -2.9872 0.4424 -0.012 -0.076 -0.248
C -0.5410 -3.6485 -0.8454 -0.063 0.223 0.186
C -0.5975 -5.0102 -0.8239 -0.031 -0.307 0.023
C -0.8538 -5.7129 -2.0041 -0.019 -0.205 0.028
C -1.0521 -5.0969 -3.2351 0.019 -0.072 0.011
C -0.9634 -3.7327 -3.2988 0.003 -0.004 0.077
C -0.7139 -2.9584 -2.1104 0.069 0.026 0.007
O -0.6494 -1.7175 -2.2329 -0.206 0.201 -0.039
N -0.9132 -7.1931 -1.9296 -0.023 0.209 0.002
O -0.7238 -7.6978 -0.8431 0.009 -0.012 -0.011
O -1.1429 -7.7867 -2.9585 0.006 -0.036 -0.016
H -0.1404 -3.6704 1.2948 0.029 -0.048 -0.036
H -0.4568 -5.5577 0.0987 -0.017 -0.045 -0.044
H -1.2671 -5.6996 -4.1048 0.003 -0.005 0.007
H -1.1245 -3.1818 -4.2149 0.016 0.003 0.038
F -3.0279 -2.3400 -0.5168 0.192 -0.108 -0.114
P -4.2393 -1.7498 -1.4919 0.033 0.075 0.308
F -3.5065 -0.2658 -1.3581 0.050 -0.116 -0.124
F -4.8562 -3.2230 -1.5936 -0.001 0.002 -0.034
F -5.0826 -1.4282 -0.1788 -0.155 -0.042 0.021
F -3.2895 -2.0517 -2.7750 0.011 -0.052 -0.091
F -5.3536 -1.1245 -2.4328 -0.050 0.002 -0.078
```
Positions in Å, forces in eV/Å.

As for the LUMO energy (alpha / beta): -1.305 / -4.082 eV. The spin multiplicity is 6. For the total energy, the calculation gives -104973.049 eV. For the frontier orbital gap (alpha / beta), the calculation gives 7.56 / 5.21 eV. The expectation value of S² is 8.878.

***

Record 3
# C27H17F5NO7PRuS

C27H17F5NO7PRuS as an isolated structure at a distorted geometry (the ωB97M-V functional and the def2-TZVPD basis, the Open Molecules 2025 dataset).

Structure (XYZ):
```
60
Properties=species:S:1:pos:R:3:forces:R:3
Ru -0.7903 -1.7968 -0.3320 0.514 0.279 3.139
O 5.7757 -1.6269 2.2073 0.193 0.005 -0.086
C 5.5310 -1.6474 0.9929 -0.515 0.083 -0.270
O 6.2486 -1.6607 -0.0242 0.181 -0.003 0.237
C 3.9982 -1.6524 0.6515 0.420 -0.037 0.223
C 3.5735 -1.7318 -0.6695 -0.183 0.031 0.103
C 2.2251 -1.7704 -0.9374 -0.109 0.025 -0.223
N 1.2902 -1.7256 0.0259 -0.151 0.023 -1.375
C 1.6990 -1.6509 1.2891 0.040 -0.006 0.479
C 3.0330 -1.6087 1.6458 -0.210 0.036 -0.184
C 0.6082 -1.6682 2.3162 0.625 0.261 -0.024
O 0.8787 -1.5229 3.4886 -0.416 -0.117 0.074
O -0.5836 -1.8312 1.8239 -0.904 -0.279 -2.106
H 4.3102 -1.7658 -1.4595 0.034 -0.027 0.027
H 1.8552 -1.8547 -1.9508 0.018 -0.029 0.005
H 3.2904 -1.5500 2.6932 0.126 -0.032 -0.028
O -1.9613 -0.9628 -2.2701 0.518 -0.566 0.462
S -3.2476 -1.0757 -1.5299 -0.540 0.062 -0.485
O -4.3668 -1.5235 -2.2954 -0.050 0.063 0.018
O -2.9735 -1.8577 -0.3027 0.480 -0.094 0.077
C -3.5928 0.5921 -1.0033 0.341 -0.071 0.076
C -4.8475 1.1422 -1.1982 -0.100 -0.148 -0.051
C -5.0820 2.4536 -0.8166 0.090 0.056 0.055
C -4.0675 3.1933 -0.2252 -0.038 0.061 0.058
C -2.8199 2.6293 -0.0068 -0.069 -0.157 0.020
C -2.5611 1.3218 -0.4088 -0.134 0.089 -0.220
P -0.8927 0.5973 -0.2436 0.492 0.882 0.443
C 0.1073 1.4654 -1.4959 -0.110 0.010 -0.094
C 0.3396 2.8402 -1.4588 -0.013 -0.064 -0.050
C 1.1648 3.4327 -2.4006 -0.005 0.097 0.041
C 1.7618 2.6645 -3.3907 -0.021 -0.053 -0.002
C 1.4978 1.3060 -3.4627 0.033 0.006 -0.019
C 0.6673 0.7123 -2.5241 -0.070 0.081 0.073
C -0.3741 1.2686 1.3640 0.013 -0.087 0.010
C 0.8089 1.9661 1.5854 -0.056 -0.039 -0.031
C 1.1768 2.3097 2.8804 0.044 0.028 -0.005
C 0.3929 1.9230 3.9535 -0.023 0.004 0.004
C -0.7757 1.2022 3.7404 -0.027 0.071 -0.007
C -1.1646 0.8866 2.4526 0.026 0.122 -0.061
H -5.6232 0.5377 -1.6486 0.028 0.004 -0.036
H -6.0543 2.9014 -0.9741 -0.014 -0.031 -0.012
H -4.2511 4.2166 0.0774 -0.005 -0.006 0.009
H -2.0458 3.1928 0.4979 -0.016 0.042 -0.014
H -0.1179 3.4475 -0.6888 0.045 0.017 0.014
H 1.3514 4.4984 -2.3568 0.000 -0.004 0.011
H 2.4301 3.1256 -4.1064 -0.023 0.010 -0.014
H 1.9457 0.7067 -4.2447 -0.018 -0.013 0.004
H 0.4235 -0.3376 -2.5919 0.067 -0.016 -0.043
H 1.4476 2.2355 0.7548 0.040 -0.016 0.034
H 2.0887 2.8682 3.0474 0.032 -0.054 -0.007
H 0.7033 2.1623 4.9622 0.000 -0.003 0.001
H -1.3652 0.8642 4.5818 -0.019 -0.005 -0.016
H -2.0583 0.3001 2.2771 -0.017 -0.002 0.083
F -1.3699 -4.0439 -1.5536 0.200 -0.296 -0.062
C -0.8013 -3.8431 -0.2876 -1.047 -0.153 -0.442
F -1.7012 -4.3357 0.6013 0.202 -0.137 0.125
C 0.4184 -4.7646 -0.2600 0.354 0.016 -0.025
F 1.1443 -4.5866 0.8470 -0.087 0.034 0.096
F 0.0920 -6.0622 -0.3221 -0.142 0.026 -0.004
F 1.2096 -4.5063 -1.3161 -0.025 0.023 -0.006
```
Positions in Å, forces in eV/Å.

As for the LUMO energy (alpha / beta): 1.351 / 0.496 eV. The spin multiplicity is 2. For the total energy, the calculation gives -80394.678 eV. For the frontier orbital gap (alpha / beta), the calculation gives 6.94 / 6.08 eV. As for the charge: -1. The expectation value of S² is 0.758.

***

Record 4
# C27H18AsCrN3S3

C27H18AsCrN3S3 as an isolated structure (the ωB97M-V functional and the def2-TZVPD basis, the Open Molecules 2025 dataset).

Structure (XYZ):
```
53
Properties=species:S:1:pos:R:3:forces:R:3
Cr 2.0476 0.3197 0.9371 -0.461 0.502 0.328
S 1.3607 0.1627 3.1478 0.060 0.015 -0.046
C 1.2666 1.9129 3.0146 0.020 -0.104 -0.041
S 2.0500 2.5935 1.6290 -0.108 0.036 0.120
C 0.5527 2.6439 3.9283 -0.165 0.002 0.165
C 0.3750 4.0541 3.7794 0.090 -0.097 -0.029
N 0.2230 5.1859 3.6354 -0.025 0.015 0.010
C -0.0835 1.9974 5.0362 0.071 0.099 -0.114
N -0.5955 1.4604 5.9166 -0.035 0.008 0.007
S 4.1294 0.0166 0.0717 0.078 -0.252 -0.002
C 3.4476 -1.5450 0.4172 0.676 -0.150 -0.334
N 3.7197 -2.1109 1.6432 0.128 -0.023 0.044
C 3.6104 -3.4345 1.9162 -0.174 0.002 -0.010
C 3.1962 -4.2988 0.9551 0.025 0.053 0.043
C 2.8822 -3.7788 -0.3259 -0.092 -0.069 -0.016
C 2.9990 -2.4472 -0.5875 -0.218 0.104 0.148
H 4.0602 -1.4830 2.3608 -0.023 0.018 0.000
H 3.8621 -3.7322 2.9232 0.009 0.006 0.002
H 3.1211 -5.3516 1.1777 -0.017 -0.007 -0.025
H 2.5577 -4.4492 -1.1112 0.005 0.002 0.001
H 2.7728 -2.0368 -1.5614 0.039 -0.016 -0.014
C -4.6601 -0.1291 1.7510 0.004 0.025 0.021
C -3.6880 0.6392 2.3771 0.008 -0.008 0.005
C -2.4029 0.6859 1.8581 -0.032 -0.065 0.029
C -2.1040 -0.0318 0.7030 -0.042 0.020 0.197
C -3.0684 -0.8120 0.0787 -0.101 0.062 0.055
C -4.3507 -0.8558 0.6105 0.031 -0.050 -0.025
As -0.3452 0.1832 -0.0215 0.370 -0.016 -0.731
C -0.3122 -0.8126 -1.6839 -0.093 -0.155 0.229
C -0.2205 -2.1886 -1.8339 -0.019 -0.013 -0.028
C -0.1173 -2.7300 -3.1084 0.037 0.026 -0.011
C -0.0816 -1.8889 -4.2160 -0.010 -0.025 0.007
C -0.1667 -0.5135 -4.0641 -0.003 -0.006 0.017
C -0.2928 0.0368 -2.7921 -0.003 0.066 -0.051
C -0.4222 1.4750 -2.4761 0.003 -0.034 -0.135
C -0.4879 2.5068 -3.4070 -0.016 0.010 0.029
C -0.6431 3.8127 -2.9693 0.004 -0.004 0.036
C -0.7381 4.0988 -1.6113 0.012 0.019 -0.018
C -0.6651 3.0783 -0.6742 0.039 0.016 -0.042
C -0.5047 1.7755 -1.1170 -0.093 0.005 0.191
H -5.6627 -0.1632 2.1568 0.002 -0.011 0.004
H -3.9236 1.1957 3.2744 0.003 0.001 0.001
H -1.6400 1.2723 2.3600 0.004 -0.015 -0.011
H -2.8343 -1.3714 -0.8180 0.019 0.014 -0.014
H -5.1091 -1.4605 0.1301 -0.002 0.008 -0.004
H -0.2371 -2.8400 -0.9675 -0.001 0.010 0.011
H -0.0580 -3.8027 -3.2407 -0.016 -0.002 -0.003
H 0.0073 -2.3119 -5.2082 0.005 -0.002 0.001
H -0.1388 0.1253 -4.9373 -0.003 0.003 0.001
H -0.4283 2.2985 -4.4676 0.017 -0.006 0.000
H -0.6893 4.6174 -3.6913 -0.011 0.000 -0.002
H -0.8554 5.1219 -1.2794 -0.011 -0.001 -0.003
H -0.7140 3.3100 0.3821 0.018 -0.018 0.008
```
Positions in Å, forces in eV/Å.

As for the LUMO energy (alpha / beta): -1.148 / -1.313 eV. The spin multiplicity is 5. For the total energy, the calculation gives -154526.989 eV. For the frontier orbital gap (alpha / beta), the calculation gives 6.21 / 6.61 eV. The expectation value of S² is 6.107.